Entry from the OMol25 dataset: a molecular structure, C39H44IrP at a distorted geometry (ωB97M-V with the def2-TZVPD basis set).

Results
HOMO-LUMO gap (alpha / beta) = 7.20 / 5.29 eV
Calculated total energy = -53273.467 eV
LUMO energy (alpha / beta) = -1.75 / -5.23 eV

The geometry in ORCA input format:
```
! wB97M-V def2-TZVPD RIJCOSX def2/J DEFGRID3
* xyz 1 6
Ir -0.348 0.380 -0.371
P -0.099 -1.375 1.045
C 1.534 0.714 -1.262
C -0.419 -0.703 3.751
C -1.691 3.875 -3.097
C -1.262 -5.207 -1.306
C -1.080 -1.151 2.587
C -0.318 1.732 1.147
C 1.760 1.885 -1.972
C 1.279 4.145 0.306
C -1.544 -1.144 -2.772
C -1.744 -3.665 0.504
C -0.104 -4.484 -1.615
C 2.958 2.043 -2.673
C -0.626 -2.894 0.157
C 1.864 2.922 0.957
C 3.697 -0.123 -1.903
C -3.374 -0.081 -0.521
C -3.196 -0.957 3.772
C -2.413 2.181 -1.314
C 1.111 1.928 1.481
C 3.344 2.985 1.174
C -2.530 -0.498 4.912
C 1.286 -3.262 2.545
C -1.108 1.383 -3.030
C 2.397 -3.876 3.124
C -1.402 0.225 -2.200
C -1.718 2.519 -2.478
C -2.074 -4.796 -0.248
C 2.672 -1.426 1.799
C -1.139 -0.368 4.899
C -0.393 1.321 -4.321
C 3.792 -2.060 2.345
C 0.212 -3.335 -0.888
C 1.421 -2.059 1.828
C 3.919 1.028 -2.656
C 2.503 -0.244 -1.177
C -2.257 0.737 -1.069
C -3.308 3.077 -0.555
C 3.659 -3.284 3.005
C -2.480 -1.264 2.610
H 4.534 -3.774 3.434
H -2.968 -5.363 0.007
H -3.049 -1.113 -0.358
H -1.715 -1.880 -1.983
H 3.762 2.020 1.487
H -2.344 -3.415 1.374
H -3.093 -0.245 5.812
H 3.123 2.952 -3.250
H 2.268 -1.137 -0.587
H 4.423 -0.937 -1.890
H -1.516 -6.096 -1.889
H 0.559 -4.809 -2.419
H -2.450 3.970 -3.888
H -0.605 -0.010 5.779
H -0.883 1.263 1.963
H 0.218 4.044 0.056
H 0.670 -0.632 3.772
H 4.770 -1.587 2.250
H -2.820 4.037 -0.330
H 1.526 1.244 2.227
H -0.853 2.628 0.811
H 1.372 5.000 0.994
H -2.381 -1.174 -3.488
H -0.714 4.071 -3.557
H 1.126 -2.783 -1.129
H 4.826 1.130 -3.260
H 0.325 0.492 -4.321
H -3.028 -1.605 1.731
H -1.886 4.652 -2.351
H -3.616 2.626 0.394
H 2.789 -0.454 1.316
H -3.724 0.343 0.429
H 1.817 4.420 -0.609
H 0.162 2.246 -4.512
H 1.002 2.665 -2.003
H -1.080 1.171 -5.167
H -4.281 -1.077 3.775
H 0.306 -3.734 2.648
H -4.221 3.315 -1.121
H 2.274 -4.817 3.661
H 3.567 3.734 1.950
H 3.864 3.299 0.259
H -4.213 -0.087 -1.232
H -0.624 -1.419 -3.308
*
```